A | {"formula": "C17H20N2O3S", "method": "ωB97M-V/def2-TZVPD", "elements": ["C", "O", "C", "C", "C", "C", "C", "S", "C", "N", "C", "C", "C", "C", "C", "C", "N", "C", "O", "C", "C", "C", "O", "H", "H", "H", "H", "H", "H", "H", "H", "H", "H", "H", "H", "H", "H", "H", "H", "H", "H", "H", "H"], "coordinates": [[2.924, 3.107, -0.351], [4.060, 2.306, -0.141], [3.876, 0.950, 0.005], [2.663, 0.298, -0.034], [2.592, -1.092, 0.128], [1.352, -1.823, 0.090], [0.088, -1.414, -0.110], [-0.544, 0.185, -0.403], [-2.189, -0.536, -0.518], [-3.232, 0.233, -0.780], [-3.185, 1.670, -0.831], [-3.768, 2.260, 0.460], [-4.954, 1.418, 0.974], [-4.530, 0.486, 2.109], [-5.573, 0.633, -0.187], [-4.565, -0.342, -0.800], [-2.249, -1.807, -0.344], [-1.048, -2.407, -0.105], [-0.877, -3.586, 0.091], [3.778, -1.802, 0.333], [4.996, -1.156, 0.373], [5.063, 0.220, 0.210], [6.258, 0.854, 0.249], [2.402, 2.828, -1.271], [2.230, 3.044, 0.493], [3.295, 4.127, -0.440], [1.754, 0.854, -0.190], [1.437, -2.894, 0.246], [-2.155, 2.000, -0.974], [-3.770, 1.993, -1.698], [-4.081, 3.285, 0.262], [-2.993, 2.291, 1.226], [-5.719, 2.095, 1.369], [-4.188, 1.067, 2.963], [-3.724, -0.175, 1.804], [-5.370, -0.125, 2.429], [-5.924, 1.339, -0.943], [-6.439, 0.070, 0.162], [-4.527, -1.281, -0.244], [-4.841, -0.575, -1.835], [3.739, -2.873, 0.460], [5.914, -1.699, 0.529], [6.100, 1.800, 0.118]], "homo_lumo_gap_ha": 0.28814, "lumo_ev": 0.1, "smiles": "COc1cc(/C=C2\\SC(N3CCC(C)CC3)=NC2=O)ccc1O"}



B | {"formula": "C17H20N2O3S", "method": "ωB97M-V/def2-TZVPD", "elements": ["C", "C", "O", "C", "O", "C", "N", "C", "N", "C", "O", "C", "C", "C", "S", "C", "C", "C", "C", "C", "C", "C", "C", "H", "H", "H", "H", "H", "H", "H", "H", "H", "H", "H", "H", "H", "H", "H", "H", "H", "H", "H", "H"], "coordinates": [[-2.865, 3.281, 1.152], [-1.542, 2.898, 1.852], [-0.697, 1.982, 1.122], [-0.214, 2.378, -0.076], [-0.093, 3.513, -0.464], [0.372, 1.343, -1.021], [0.449, -0.004, -0.487], [-0.512, -0.982, -0.590], [-1.523, -0.733, -1.370], [-2.472, -1.712, -1.514], [-2.922, -2.419, -0.602], [-3.187, -1.850, -2.869], [-2.720, -1.027, -4.058], [-4.050, -0.734, -3.363], [-0.112, -2.363, 0.366], [1.388, -1.605, 0.861], [2.369, -2.180, 1.630], [2.186, -3.589, 2.099], [3.493, -1.409, 1.967], [3.611, -0.105, 1.511], [4.781, 0.730, 1.855], [2.625, 0.452, 0.718], [1.479, -0.343, 0.349], [-2.659, 3.796, 0.215], [-3.471, 3.967, 1.763], [-3.432, 2.361, 0.937], [-1.838, 2.436, 2.803], [-1.026, 3.841, 2.084], [1.356, 1.673, -1.305], [-0.229, 1.335, -1.959], [-3.505, -2.886, -3.103], [-1.892, -0.314, -3.935], [-2.724, -1.507, -5.032], [-4.117, 0.209, -2.796], [-4.927, -1.068, -3.919], [1.878, -4.155, 1.219], [3.147, -3.973, 2.484], [1.399, -3.728, 2.851], [4.287, -1.841, 2.566], [5.251, 1.007, 0.930], [4.410, 1.634, 2.300], [5.467, 0.241, 2.532], [2.781, 1.451, 0.299]], "homo_lumo_gap_ha": 0.32542, "lumo_ev": 0.6, "smiles": "CCOC(=O)Cn1/c(=N/C(=O)C2CC2)sc2c(C)cc(C)cc21"}



Stability summary: most stable A, least stable B.



A | {"formula": "C5H16N3", "method": "ωB97M-V/def2-TZVPD", "elements": ["C", "C", "N", "C", "N", "C", "C", "N", "H", "H", "H", "H", "H", "H", "H", "H", "H", "H", "H", "H", "H", "H", "H", "H"], "coordinates": [[2.337, 0.500, 0.120], [1.484, 0.338, -1.166], [1.120, -1.104, -1.579], [0.164, 1.118, -0.972], [-0.911, 0.320, -0.448], [-0.640, -0.133, 0.991], [-1.890, -0.225, 1.904], [-3.075, -0.885, 1.231], [2.236, -0.004, 1.047], [2.146, 1.499, 0.461], [3.439, 0.401, -0.053], [2.219, 0.756, -1.906], [0.231, -0.980, -2.051], [1.087, -1.637, -0.713], [1.923, -1.391, -2.136], [0.524, 2.089, -0.500], [-0.209, 1.406, -2.048], [-1.834, 0.708, -0.610], [0.116, 0.405, 1.541], [-0.398, -1.190, 0.815], [-2.193, 0.805, 2.057], [-1.688, -0.858, 2.768], [-2.569, -1.571, 0.681], [-3.621, -0.365, 0.566]], "homo_lumo_gap_ha": 0.33617, "lumo_ev": -3.4, "total_charge": 1, "smiles": "C[C@@H]([NH3+])CNCCN"}



B | {"formula": "C5H16N3", "method": "ωB97M-V/def2-TZVPD", "elements": ["N", "C", "C", "C", "N", "C", "C", "N", "H", "H", "H", "H", "H", "H", "H", "H", "H", "H", "H", "H", "H", "H", "H", "H"], "coordinates": [[2.545, -1.079, 0.825], [1.242, -1.675, 0.452], [0.953, -1.535, -1.079], [-0.408, -0.858, -1.287], [-0.340, 0.593, -0.968], [-1.656, 1.164, -0.740], [-1.542, 2.061, 0.602], [-0.778, 1.299, 1.640], [3.274, -1.756, 1.045], [2.998, -0.586, 0.059], [0.545, -1.124, 1.078], [1.219, -2.709, 0.791], [0.902, -2.581, -1.403], [1.728, -1.054, -1.672], [-0.433, -0.843, -2.394], [-1.204, -1.456, -0.881], [0.475, 1.010, -1.365], [-2.318, 0.405, -0.361], [-1.967, 1.970, -1.412], [-1.079, 3.030, 0.465], [-2.549, 2.230, 0.998], [-0.348, 0.434, 1.263], [-1.352, 1.270, 2.479], [0.091, 1.790, 1.867]], "homo_lumo_gap_ha": 0.33477, "lumo_ev": -3.2, "total_charge": 1, "smiles": "NCCCNCC[NH3+]"}



C | {"formula": "C5H16N3", "method": "ωB97M-V/def2-TZVPD", "elements": ["C", "C", "C", "N", "N", "N", "H", "H", "H", "H", "H", "H", "H", "H", "H", "H", "C", "C", "H", "H", "H", "H", "H", "H"], "coordinates": [[-1.717, 0.650, -1.084], [-2.873, 0.239, -0.166], [0.561, -0.360, -1.306], [-0.821, -0.385, -1.544], [1.261, 0.806, -1.508], [1.183, -1.545, -1.233], [-2.150, 0.947, -2.148], [-1.225, 1.621, -0.757], [-3.880, 0.375, -0.604], [-2.881, 0.996, 0.748], [-1.218, -1.161, -1.942], [1.023, 1.645, -1.138], [2.245, 0.647, -1.738], [0.637, -2.360, -1.152], [2.086, -1.654, -1.589], [-2.815, -0.743, 0.067], [0.702, 0.496, 2.247], [1.964, -0.410, 2.120], [-0.131, -0.241, 2.261], [0.745, 1.176, 3.173], [0.663, 1.217, 1.438], [2.863, 0.112, 1.638], [1.646, -1.043, 1.227], [2.133, -1.026, 2.991]], "homo_lumo_gap_ha": 0.38315, "lumo_ev": -3.7, "total_charge": 1}



D | {"formula": "C5H16N3", "method": "ωB97M-V/def2-TZVPD", "elements": ["C", "C", "C", "N", "N", "N", "H", "H", "H", "H", "H", "H", "H", "H", "H", "H", "C", "C", "H", "H", "H", "H", "H", "H"], "coordinates": [[2.232, -0.495, 0.020], [3.249, -0.507, -1.093], [-0.139, -1.169, 0.194], [0.906, -0.816, -0.517], [-0.081, -1.077, 1.534], [-1.156, -1.864, -0.324], [2.457, -1.274, 0.752], [2.176, 0.457, 0.546], [3.009, 0.249, -1.845], [3.280, -1.462, -1.619], [0.859, -0.870, -1.524], [0.453, -0.367, 2.013], [-0.868, -1.365, 2.092], [-1.144, -2.279, -1.240], [-2.001, -2.026, 0.197], [4.212, -0.238, -0.670], [-1.788, 2.503, 0.086], [-2.655, 1.238, 0.298], [-1.538, 3.019, 1.008], [-0.817, 2.234, -0.338], [-2.194, 3.235, -0.602], [-2.282, 0.484, -0.386], [-3.677, 1.460, 0.090], [-2.495, 0.931, 1.330]], "homo_lumo_gap_ha": 0.43439, "lumo_ev": -2.9, "total_charge": 1}



Stability summary: most stable D, least stable A.



A | {"formula": "C5H14NS", "method": "ωB97M-V/def2-TZVPD", "elements": ["C", "C", "C", "S", "H", "H", "H", "H", "H", "H", "H", "H", "C", "C", "N", "H", "H", "H", "H", "H", "H"], "coordinates": [[-2.149, -1.575, -1.051], [-0.818, -1.053, -1.565], [-0.804, 0.467, -1.519], [0.755, 1.161, -2.127], [-2.148, -2.663, -1.041], [-3.002, -1.252, -1.647], [-2.364, -1.253, -0.029], [0.025, -1.497, -1.029], [-0.678, -1.364, -2.604], [-0.943, 0.849, -0.497], [-1.585, 0.941, -2.133], [0.583, 2.425, -1.667], [1.290, 1.074, 1.984], [0.699, 0.513, 3.014], [2.082, 0.279, 1.022], [1.251, 2.127, 1.744], [0.087, 1.112, 3.669], [0.792, -0.544, 3.242], [3.007, 0.707, 0.865], [2.259, -0.696, 1.293], [1.661, 0.242, 0.074]], "multiplicity": 2, "homo_lumo_gap_ha": [0.42097, 0.22466], "lumo_ev": [-7.6, -12.9], "s2": 0.75, "total_charge": 2}



B | {"formula": "C5H14NS", "method": "ωB97M-V/def2-TZVPD", "elements": ["C", "C", "S", "N", "H", "H", "H", "H", "H", "H", "H", "H", "C", "C", "C", "H", "H", "H", "H", "H", "H"], "coordinates": [[1.009, -1.198, 0.184], [0.862, -0.517, -1.193], [2.215, -1.067, -2.259], [-0.189, -0.818, 1.024], [1.918, -0.894, 0.695], [0.973, -2.283, 0.091], [0.937, 0.575, -1.155], [-0.112, -0.763, -1.634], [2.049, -0.150, -3.242], [-0.155, -1.161, 1.990], [-1.061, -1.150, 0.600], [-0.299, 0.217, 1.051], [-1.799, 1.557, 2.756], [-1.793, 1.903, 1.295], [-2.501, 1.353, 0.304], [-2.169, 2.406, 3.329], [-2.414, 0.690, 3.001], [-0.777, 1.371, 3.101], [-1.157, 2.751, 1.040], [-2.483, 1.745, -0.702], [-3.274, 0.625, 0.547]], "multiplicity": 2, "homo_lumo_gap_ha": [0.31932, 0.13066], "lumo_ev": [-8.0, -13.1], "s2": 0.75, "total_charge": 2}



Stability summary: most stable A, least stable B.



A | {"formula": "C2H4N3S", "method": "ωB97M-V/def2-TZVPD", "elements": ["C", "C", "N", "N", "N", "S", "H", "H", "H", "H"], "coordinates": [[-0.499, 0.021, -0.016], [-0.161, 1.728, 0.589], [0.087, 1.192, -0.568], [-1.080, 0.750, 1.024], [-0.156, -1.212, -0.046], [2.762, -0.947, -1.402], [0.712, 1.507, -1.332], [-1.423, 0.466, 1.919], [0.577, -1.584, -0.532], [-0.819, -1.920, 0.364]], "homo_lumo_gap_ha": [0.26603, 0.26320], "lumo_ev": [-7.1, -7.2], "total_charge": 1}



B | {"formula": "C2H4N3S", "method": "ωB97M-V/def2-TZVPD", "elements": ["C", "C", "N", "N", "N", "S", "H", "H", "H", "H"], "coordinates": [[1.417, -0.078, -0.533], [-0.695, -0.600, 0.379], [1.800, -1.291, -0.825], [1.025, -2.194, -1.136], [0.055, 0.285, -0.311], [-0.462, -2.577, -0.947], [1.967, 0.793, -0.724], [-0.444, -1.089, 1.247], [-1.848, -0.370, 0.265], [-0.488, 0.970, -0.812]], "homo_lumo_gap_ha": [0.26330, 0.26329], "lumo_ev": [-7.0, -7.0], "total_charge": 1}



Stability summary: most stable B, least stable A.